[1]
A cluster of 27 separate species, C4H61FNO29S in total in a non-equilibrium geometry, computed with wB97M-V/def2-TZVPD.

The geometry in XYZ format:
```
97
Properties=species:S:1:pos:R:3:forces:R:3:mulliken_charge:R:1
O 4.603334 -0.423127 -2.458135 -5.532 3.598 1.735 -0.452
S 3.474242 0.375539 -1.697051 10.359 -2.740 3.558 1.154
O 3.786255 0.195416 -0.186119 -3.075 1.445 -5.650 -0.636
F 3.735238 2.027885 -2.069806 -1.670 -3.538 0.408 -0.212
N 1.937256 -0.271373 -2.212641 -1.507 0.095 -1.662 0.535
C 1.169304 -1.029465 -1.152246 -1.981 -2.532 2.310 -0.647
C -0.482400 -1.024922 -1.399268 0.034 -0.967 0.242 -0.149
O -1.048040 0.330773 -1.521497 2.148 0.051 0.024 -0.402
C -0.011658 1.349757 -1.749024 0.124 0.435 -1.272 -0.126
C 1.019408 0.759658 -2.886789 -1.999 2.267 -1.057 -0.785
H 2.154123 -0.976673 -2.980388 0.421 0.387 0.709 0.410
H 1.320101 -0.645959 -0.057025 0.260 -0.399 -2.374 0.312
H 1.499512 -2.170399 -1.230362 -0.499 2.608 0.229 0.239
H -0.948082 -1.506700 -0.414608 1.244 0.932 -2.079 0.576
H -0.801814 -1.743587 -2.292832 0.881 1.914 1.854 0.111
H 0.548209 1.662094 -0.761640 -1.082 -0.602 -1.854 0.149
H -0.527100 2.309932 -2.235790 1.158 -2.288 1.241 0.101
H 1.629580 1.603843 -3.460061 -1.082 -1.921 1.408 0.687
H 0.384556 0.217883 -3.740630 1.625 0.854 2.304 -0.037
O -1.864391 -0.259329 1.672643 -0.205 -0.062 -0.058 -0.682
H -2.716246 -0.703379 1.799523 0.150 -0.033 -0.162 0.352
H -1.863482 -0.018481 0.734041 -0.148 0.201 0.234 0.314
O -3.679901 -1.437775 -1.124549 0.361 0.209 -0.415 -0.578
H -4.207491 -1.881228 -1.805676 -0.213 0.118 0.400 0.262
H -3.561347 -0.539534 -1.468189 -0.073 -0.243 0.120 0.296
O 0.978533 -1.542802 -5.099391 0.226 -0.099 -0.218 -0.556
H 1.755665 -1.803246 -5.616279 -0.134 0.011 0.088 0.284
H 0.243329 -1.998224 -5.536479 0.035 0.073 0.226 0.260
O -1.283297 -3.463380 -2.886225 -0.224 -0.491 -0.277 -0.567
H -2.101176 -3.865232 -2.556791 0.200 0.217 -0.045 0.244
H -0.838001 -4.187089 -3.351990 0.011 -0.110 0.209 0.281
O -3.303976 1.114843 4.343499 0.299 0.072 0.133 -0.709
H -2.757939 0.819385 3.599532 0.009 -0.081 -0.049 0.306
H -2.660559 1.327491 5.036157 0.019 -0.049 -0.463 0.345
O 2.430803 4.629056 -0.737121 0.208 -0.332 -0.266 -0.607
H 2.656740 4.004272 -1.442482 -0.015 0.350 0.289 0.279
H 3.289983 4.898979 -0.379445 -0.250 -0.054 0.003 0.329
O -1.988035 3.741073 4.052820 0.128 -0.279 -0.235 -0.629
H -2.613471 3.010279 3.935738 -0.084 0.184 -0.071 0.418
H -1.420968 3.691766 3.268611 -0.221 0.157 0.258 0.285
O -6.491930 -2.553516 -1.306726 -0.330 -0.237 0.123 -0.579
H -6.513612 -3.244183 -0.627427 0.030 0.267 -0.176 0.310
H -7.416932 -2.276684 -1.388679 0.335 -0.059 -0.010 0.300
O -5.645406 -0.836124 4.166989 -0.177 -0.264 -0.265 -0.622
H -4.908086 -0.327116 4.536053 -0.362 0.047 -0.033 0.281
H -5.997303 -1.323185 4.927200 0.268 0.570 -0.058 0.342
O -4.260152 5.809584 4.936322 0.182 -0.060 -0.292 -0.644
H -4.158730 6.343707 4.134223 -0.070 -0.103 0.186 0.320
H -3.631913 5.082023 4.814046 -0.050 0.283 -0.005 0.320
O -4.413417 -1.476272 6.359585 0.599 -0.153 0.242 -0.621
H -3.867379 -1.771729 5.615619 -0.193 -0.041 0.263 0.316
H -3.769999 -1.263624 7.052244 -0.126 -0.171 -0.092 0.294
O 5.602524 2.425390 0.596759 -0.161 -0.099 -0.509 -0.604
H 4.977089 1.694596 0.479677 0.276 0.253 0.312 0.335
H 6.169591 2.376082 -0.187450 0.106 0.020 0.348 0.314
O 7.172684 -0.796919 -4.483334 -0.533 0.015 0.023 -0.616
H 6.435103 -0.887650 -3.861498 0.265 0.020 -0.221 0.329
H 6.741417 -0.704818 -5.346182 0.270 -0.002 0.237 0.302
O 1.100626 1.315876 -5.976111 -0.252 -0.100 0.371 -0.617
H 0.266709 1.746517 -5.735135 0.255 0.152 -0.157 0.352
H 0.981869 0.398220 -5.688388 0.018 0.042 -0.344 0.409
O 0.354594 -6.068532 -2.915647 0.077 0.241 0.339 -0.655
H 1.091914 -5.559524 -2.546584 -0.102 -0.217 -0.117 0.306
H 0.002697 -6.555594 -2.155436 0.063 0.075 -0.279 0.338
O -1.429588 3.483278 -0.069050 0.240 0.209 -0.279 -0.645
H -0.659661 4.053368 0.076370 -0.198 -0.053 0.007 0.325
H -1.861547 3.867205 -0.846862 -0.002 -0.031 0.346 0.302
O -7.154189 -3.742672 4.304819 0.192 0.308 0.380 -0.632
H -7.183816 -3.813942 5.270729 -0.037 -0.068 -0.324 0.321
H -6.712791 -2.894758 4.146104 -0.133 -0.317 -0.212 0.356
O 3.121362 -3.236932 -2.908793 -0.022 0.601 -0.017 -0.587
H 3.347300 -3.861717 -3.614154 0.043 -0.079 0.275 0.273
H 3.980542 -2.967010 -2.551116 -0.089 -0.202 -0.158 0.294
O 7.219414 3.684965 3.033340 -0.138 0.281 -0.371 -0.622
H 6.691823 3.241512 2.352212 0.089 0.003 0.116 0.339
H 7.337967 4.583207 2.689700 -0.001 -0.329 0.201 0.306
O -0.229588 3.976450 -4.475083 0.173 0.114 -0.158 -0.595
H 0.540339 4.546541 -4.329664 -0.243 -0.133 -0.063 0.316
H -0.661547 4.360377 -5.252896 0.062 -0.086 0.256 0.303
O 4.713842 -5.563622 -2.508942 -0.299 0.193 0.596 -0.601
H 4.949357 -6.477101 -2.287525 0.097 -0.061 -0.455 0.305
H 4.386005 -5.197428 -1.673834 0.150 -0.151 -0.261 0.298
O -2.629588 0.440822 7.412567 0.489 0.391 -0.583 -0.682
H -1.859661 1.010912 7.557987 -0.189 -0.215 0.277 0.291
H -3.061547 0.824749 6.634755 -0.262 -0.243 0.506 0.428
O 7.867460 0.002251 -1.086765 -0.415 0.090 -0.358 -0.637
H 8.266687 -0.030689 -1.969074 -0.024 -0.006 0.195 0.344
H 6.915057 -0.045667 -1.258852 0.363 -0.083 0.069 0.279
O -4.930908 0.548011 9.072944 -0.235 -0.396 -0.321 -0.651
H -4.153776 0.287567 8.556056 -0.101 0.308 0.272 0.285
H -5.666112 0.092589 8.635855 0.172 0.203 0.233 0.321
O 5.269092 -8.273967 -3.362221 -0.017 -0.314 -0.361 -0.626
H 6.046224 -8.534411 -3.879109 -0.186 0.139 0.254 0.312
H 4.533888 -8.729389 -3.799310 0.205 0.176 0.208 0.314
O -4.918669 8.373393 2.795876 0.070 0.388 0.173 -0.648
H -5.244847 8.698375 3.648479 0.051 -0.155 -0.237 0.330
H -4.587280 9.169189 2.353302 -0.097 -0.315 0.133 0.319
```
Positions in Å, forces in eV/Å.

The calculation puts the HOMO-LUMO gap at 5.4 eV. Its energy above the lowest of the compared OMol25 structures with the same formula, charge and spin is 109.30 kcal per mole. The HOMO energy comes out at -11.93 eV. The net charge is +1.



[2]
The molecule C5H13N3 in a non-equilibrium geometry, computed with wB97M-V/def2-TZVPD.

The geometry in XYZ format:
```
21
Properties=species:S:1:pos:R:3:forces:R:3:mulliken_charge:R:1
C -0.518129 0.149206 -1.465876 2.297 1.748 1.229 -0.493
C -1.940666 0.216900 -1.541770 -1.236 0.395 -0.561 -0.802
C 0.292592 -2.055486 -0.798351 0.068 0.392 0.240 -1.144
N -0.195751 -0.752288 -0.360933 0.770 -0.186 0.771 0.078
H -0.023682 -0.125381 -2.402561 -0.078 -0.133 0.039 0.376
H 0.143674 1.135099 -1.091177 -1.890 -1.560 -1.262 0.364
H -2.482851 -0.134702 -2.407317 -0.038 0.151 -0.131 0.309
H -2.527335 0.509168 -0.682869 0.083 -0.067 0.070 0.281
H 1.307334 -2.002371 -1.218676 0.008 -0.045 -0.072 0.395
H -0.383618 -2.435706 -1.561376 -0.008 -0.098 0.014 0.394
H 0.304893 -2.752821 0.040893 -0.044 -0.058 -0.046 0.321
C -0.309363 0.251474 1.894922 0.269 0.103 -0.060 -1.686
N 1.377559 2.177529 0.746748 0.252 -0.581 0.122 -0.351
C 0.620505 -0.098952 0.732761 -1.192 -0.925 -0.609 0.346
N 1.388509 0.946082 0.146609 0.823 0.910 0.453 -0.447
H 2.305037 2.579183 0.716013 -0.115 0.175 -0.276 0.256
H 0.973045 2.294900 1.673028 -0.119 -0.378 -0.136 0.216
H 1.316962 -0.892431 1.027472 0.142 0.172 0.249 0.371
H 0.248864 0.598930 2.767915 -0.023 -0.006 0.053 0.456
H -1.022383 1.023814 1.603171 -0.023 0.014 -0.055 0.392
H -0.875192 -0.632148 2.181373 0.054 -0.024 -0.032 0.369
```
Positions in Å, forces in eV/Å.

The calculation puts the HOMO-LUMO gap (alpha / beta) at 8.6 / 8.0 eV. Its energy above the lowest of the compared OMol25 structures with the same formula, charge and spin is 119.53 kcal per mole. The HOMO energy (alpha / beta) comes out at -7.83 / -7.45 eV.



[3]
A structure of composition C15H15MgN6O9 in a non-equilibrium geometry, computed with wB97M-V/def2-TZVPD.

The geometry in XYZ format:
```
46
Properties=species:S:1:pos:R:3:forces:R:3:mulliken_charge:R:1
Mg -0.207769 0.866864 0.809609 -0.360 0.857 0.709 1.134
N -2.043444 5.455686 0.192895 0.232 1.304 2.163 1.145
O -1.889714 4.294097 0.002496 0.554 -5.332 -1.582 -0.617
O -1.603033 6.270647 -0.542719 1.617 2.866 -3.929 -0.614
O -2.541287 5.828933 1.214751 -2.215 0.789 3.195 -0.569
N 1.971170 4.242049 3.449964 -1.853 0.463 1.320 1.014
O 1.022342 4.753992 4.049099 0.302 1.021 0.537 -0.562
O 3.125483 4.593837 3.554354 1.321 0.726 0.147 -0.603
O 1.683894 3.279340 2.754287 0.194 -2.698 -2.398 -0.575
N -3.617189 1.255236 4.315889 -0.885 -0.723 0.801 0.962
O -2.772304 0.749838 3.531977 -0.346 -1.045 -0.703 -0.603
O -3.362990 2.315358 4.822940 0.399 1.746 0.578 -0.546
O -4.690356 0.667320 4.642375 1.148 -0.250 -1.082 -0.606
N 1.775983 -2.387189 2.206217 1.909 -1.748 1.046 -0.310
C 2.477104 -3.326900 1.484786 -2.151 -0.262 -0.722 -0.266
C 3.159944 -4.445644 1.943985 0.362 1.617 0.771 -0.406
C 3.365489 -4.433022 3.305851 0.522 -1.722 1.154 -0.229
C 2.687435 -3.586209 4.137343 -0.337 0.707 -0.755 -0.346
C 1.936052 -2.588514 3.543063 -0.784 0.311 -0.221 -0.126
H 2.223156 -3.385354 0.436701 0.165 0.725 -0.381 0.313
H 3.574500 -5.207001 1.299870 -0.005 0.195 -0.128 0.362
H 3.967292 -5.165904 3.822703 0.184 -0.444 -0.323 0.345
H 2.640611 -3.698259 5.210491 0.382 0.054 0.002 0.349
H 1.388751 -2.014987 4.276494 -0.375 0.758 -0.545 0.327
N -2.822480 -1.333182 -1.182877 -2.126 -2.044 -1.269 -0.237
C -3.460947 -0.924980 -2.334673 0.821 -1.830 0.012 -0.289
C -4.449352 -1.673900 -3.008060 -0.235 0.371 1.174 -0.322
C -4.975214 -2.855260 -2.466558 0.965 2.017 -0.506 -0.160
C -4.462759 -3.230688 -1.230910 0.514 -0.356 -1.908 -0.487
C -3.349928 -2.534123 -0.731959 -0.678 1.068 0.489 -0.146
H -2.977262 -0.183311 -2.953024 -0.071 0.805 0.605 0.322
H -4.913671 -1.269330 -3.895260 0.366 0.039 -0.283 0.338
H -5.665589 -3.342878 -3.138881 -0.358 -0.592 0.692 0.359
H -4.778026 -4.213468 -0.912867 0.256 0.108 0.899 0.324
H -2.986821 -3.006581 0.168791 0.745 0.568 0.220 0.313
N 2.063093 1.442345 -2.369282 1.750 -0.052 -4.312 -0.242
C 2.809796 2.579592 -2.665520 -0.841 -0.736 1.789 -0.214
C 3.419204 2.958271 -3.842307 -0.531 -0.649 0.913 -0.390
C 3.239375 2.119931 -4.902683 1.056 0.816 -1.875 -0.140
C 2.550371 0.953149 -4.806871 -1.332 -0.803 2.348 -0.413
C 2.013787 0.619028 -3.527541 0.148 1.760 0.902 -0.276
H 2.987437 3.290322 -1.871982 -0.469 -0.230 0.623 0.316
H 3.994281 3.872252 -3.824162 -0.026 -0.037 -0.365 0.365
H 3.673014 2.399231 -5.851550 0.029 -0.010 -0.258 0.337
H 2.331759 0.321867 -5.655455 0.216 -0.104 0.038 0.353
H 1.488815 -0.322500 -3.461790 -0.180 -0.022 0.419 0.319
```
Positions in Å, forces in eV/Å.

The calculation puts the HOMO-LUMO gap at 2.7 eV. Its energy above the lowest of the compared OMol25 structures with the same formula, charge and spin is 298.17 kcal per mole. The HOMO energy comes out at -5.04 eV. The net charge is -1.